164
Properties=species:S:1:pos:R:3:forces:R:3 method="wB97M-V/def2-TZVPD" e_homo_ev=-8.68 energy_ha=-6372.978612 total_charge=0 lumo_energy_ha=-0.006
S -0.98273 9.46436 6.37851 0.85 -0.24 0.55
S -0.26096 -8.60399 5.65672 -1.54 -1.23 1.20
S -7.34479 -4.89160 1.73785 0.85 0.29 -2.58
S 5.71032 -2.28484 6.72966 -2.79 -1.13 1.65
S 1.11890 -1.60193 1.03325 -2.07 1.23 0.35
S -0.65439 -10.42811 -2.02855 2.71 -0.42 -0.64
O -3.97582 -1.81691 8.16029 -0.95 -0.32 -0.59
O -2.12489 2.19104 -5.52294 -1.78 -3.00 -0.42
O -6.19597 4.44894 2.02872 0.75 0.57 0.76
O 5.49846 4.69366 -6.75011 1.55 -0.96 -1.08
O 1.23527 -5.29152 -10.38587 -0.13 -1.83 0.91
O -5.68295 -2.15780 9.64765 2.01 -0.05 -0.56
O 0.69992 -9.78706 -1.76734 -1.59 0.08 -0.22
O -3.49996 -2.12475 10.28257 -0.91 -0.63 0.37
O 8.20582 7.20187 7.27567 -0.70 0.16 -2.59
O -1.57207 8.31297 -0.78835 1.05 -1.08 0.09
O -6.64692 -5.34245 0.42422 -1.32 0.81 2.45
O -6.87258 3.17681 3.81051 -0.80 2.80 -3.44
O 7.63460 8.60933 5.64975 1.21 3.29 0.96
O -0.15226 8.61512 -2.49633 -0.10 -0.63 0.69
O 7.45180 6.53955 5.21688 0.21 -2.13 0.84
O -0.87420 -8.67144 7.04859 0.91 0.16 -1.31
O 0.47500 -2.12796 2.27732 0.66 -0.64 -0.34
O -0.06681 -3.56297 -10.29401 -1.57 0.93 -0.86
O 0.35166 7.01638 -0.92632 -3.45 3.62 -1.81
O 6.51034 -4.68898 -1.40048 0.21 -0.23 1.88
O 0.63393 -4.36920 -8.38822 0.27 -0.76 3.01
O -8.24460 3.80468 2.15084 -3.01 -0.61 -0.86
O 5.17672 -2.36757 8.15810 1.23 0.14 -1.08
O 7.54015 4.18425 -7.72301 -2.56 -0.27 2.87
O 6.85262 3.21449 -5.75908 0.27 0.05 -0.66
O 6.65363 -3.18711 -2.98384 0.06 0.66 1.61
O -2.97558 0.02633 -5.48163 1.88 0.53 0.91
O 7.40503 -2.65673 -0.83206 -1.99 -2.92 -3.33
O 0.43528 9.43002 6.95091 -2.15 -0.16 -0.64
O -4.00145 1.58682 -6.56118 -0.14 1.88 -0.16
C -4.50434 -2.07161 9.39138 -1.11 0.46 -0.11
C -9.00146 -4.24011 1.25933 -0.77 0.18 0.09
C -4.06597 -0.59226 -6.08756 0.40 -2.41 -0.05
C 4.69116 -0.93815 6.05066 0.79 -0.33 -0.03
C -4.84215 0.49272 -6.71990 -1.53 -0.16 -0.90
C -1.19017 9.55235 -2.71605 -0.44 0.11 0.13
C -1.02518 -10.24224 -3.86503 -1.16 0.42 0.38
C 1.08546 -4.93066 -11.74607 0.42 1.23 0.06
C -1.70758 -8.21294 4.57889 0.75 0.10 -0.05
C -8.12180 4.19080 0.79513 -0.38 0.95 -0.34
C -1.14137 -2.87539 10.06931 -1.74 -0.20 -0.54
C 6.05757 -4.33518 -3.56378 0.58 0.32 -3.08
C 0.56623 -4.45151 -9.53963 0.73 0.47 -3.70
C 0.23259 -2.35712 -0.40616 -0.31 -0.27 -0.51
C 4.88036 4.32747 -5.54376 -0.63 2.05 0.86
C 5.58845 6.51940 3.72655 -0.94 -0.52 -0.13
C -7.10974 3.81431 2.75107 2.68 -3.35 4.74
C 6.19062 -5.39409 -2.56211 -0.38 -1.75 0.33
C -2.18261 9.31403 -1.54931 -0.06 2.18 -0.29
C -2.11289 9.70835 7.78805 -0.11 -0.43 0.89
C 0.48718 -2.55289 -12.42424 -0.83 -1.03 0.08
C 6.80622 8.58291 4.56870 -1.29 0.56 -2.07
C 6.71392 4.04904 -6.81520 1.45 0.30 -2.42
C 4.72183 -3.65571 5.86604 0.95 1.11 -0.73
C 0.02614 -3.84049 -11.70881 1.10 0.96 0.74
C -1.52272 7.73883 6.06096 0.31 -0.11 0.12
C -5.10037 0.40491 -8.21714 0.21 0.33 -0.13
C 0.28110 0.07271 1.03361 -0.18 -0.04 -0.97
C -6.65926 -3.22461 2.08542 -0.33 1.17 -0.28
C 7.80146 7.43237 6.14248 1.21 -2.14 3.31
C 6.86101 -4.53254 -4.85701 -0.30 0.47 -0.44
C 5.66338 3.18254 -4.96029 -0.08 0.19 -0.50
C -2.55148 -1.76256 8.16949 -0.33 0.02 0.46
C 6.89909 -3.44525 -1.66404 1.52 2.96 2.01
C 0.06277 -10.37871 5.17932 -0.31 0.53 -0.24
C -2.34054 10.62256 -0.71056 -0.04 -0.95 -0.18
C -5.80180 3.86942 -0.18113 0.37 -0.97 -1.42
C -2.28722 -1.84661 9.65964 3.83 -0.13 1.23
C 6.03254 3.37195 -3.50980 -0.92 -0.63 0.01
C -6.68978 4.66082 0.72249 1.05 0.39 -0.93
C 6.86394 7.15118 4.09298 0.71 0.05 0.23
C -2.94074 1.31081 -5.81599 2.06 3.14 0.67
C -0.42179 7.90712 -1.38040 3.39 -3.21 1.91
C -0.14848 -12.20386 -1.93932 -0.86 -0.35 -1.00
H -0.99810 -12.82992 -2.21187 -0.20 -0.03 0.03
H 0.46752 -3.42149 -0.40392 0.36 0.04 0.18
H 5.13141 -4.64570 6.06669 -0.01 0.26 0.34
H 0.68416 0.80292 1.73536 0.48 -0.52 0.11
H 0.93975 -10.76608 5.69794 -0.04 0.38 0.16
H 5.05178 2.31456 -5.20659 0.68 -0.71 0.39
H 5.06057 0.02395 6.40564 0.18 -0.17 0.05
H -4.17924 0.37296 -8.79902 0.35 -0.27 0.34
H -1.00795 -2.99319 11.14467 0.01 0.60 0.00
H -8.35619 3.38814 0.09591 0.01 -0.23 0.32
H -1.38405 7.10369 6.93588 0.19 0.24 0.19
H -5.49163 1.39193 -8.46370 -0.60 -0.27 -0.31
H 3.81130 4.19015 -5.70607 0.15 -0.36 -0.02
H 4.82025 -1.00755 4.97056 -0.59 0.23 -0.07
H -0.26069 -10.11411 -4.63135 0.60 -0.60 0.64
H -5.93161 2.80019 -0.01380 0.05 -0.10 0.37
H 3.64921 -3.58164 6.04517 0.21 0.12 0.55
H -4.49767 -1.19179 -5.28612 -0.62 0.06 -0.38
H -5.61087 -3.11593 2.36323 0.03 -0.95 -0.10
H 0.24119 0.55126 0.05509 0.31 -0.11 -0.19
H 5.24658 -5.93286 -2.48071 -0.04 0.08 0.54
H 6.36169 -5.03665 -5.68445 -0.14 -0.59 0.42
H -2.01661 10.68232 8.26783 0.56 -0.03 -0.24
H -6.02512 3.96670 -1.24357 -0.43 0.40 -0.08
H 3.70337 -1.11180 6.47752 -0.07 -0.03 -0.47
H -3.70965 -1.24918 -6.88102 0.21 -0.35 0.16
H -9.50707 -3.77265 2.10428 0.43 0.13 0.34
H 5.12355 3.16263 -2.94584 -0.09 0.24 0.26
H -1.90614 -7.17129 4.83115 -0.02 -0.01 -0.07
H -6.63820 5.71951 0.46835 0.08 0.09 0.24
H -5.71252 -0.42890 -8.56086 -0.31 0.23 0.27
H -6.80387 -2.62133 1.18918 0.14 -0.33 -0.41
H 5.82776 8.91815 4.91267 -0.27 -0.06 -0.37
H -0.75585 -0.10588 1.31814 0.10 -0.39 0.12
H -0.85524 -2.33223 -0.47043 -0.19 0.41 1.06
H -1.47458 -3.86487 9.75627 0.08 -0.15 -0.29
H 0.20744 -12.54693 -0.96786 -0.12 0.75 0.14
H -3.10104 10.40287 0.03877 -0.02 0.51 0.06
H -1.84718 8.91449 8.48611 0.33 0.19 0.27
H -9.73584 -4.98082 0.94287 0.63 -0.72 0.07
H 7.57045 7.06412 3.26756 0.10 -0.04 -0.09
H -0.90259 7.33523 5.26056 -0.02 0.18 -0.03
H -3.18836 9.57292 7.67346 0.03 -0.06 -0.99
H 5.72782 5.48726 3.40507 0.11 0.17 -0.44
H -2.57373 7.66730 5.78100 0.02 0.39 -0.13
H 0.76464 -5.66434 -12.48559 0.32 -0.76 0.70
H -0.79526 -11.00180 5.43161 -0.10 0.24 0.09
H -1.57906 9.36830 -3.71754 -0.15 0.26 0.12
H -1.40472 -8.27456 3.53362 -0.01 0.01 -0.03
H 5.00721 5.21415 -4.92261 -0.33 0.04 0.43
H 7.17268 9.18551 3.73763 -0.05 0.59 0.42
H -1.91560 -0.90652 10.06734 -0.31 0.37 -0.17
H 6.32583 4.40725 -3.33592 0.27 -0.20 0.09
H -2.08549 -2.58215 7.62247 -0.39 -0.24 -0.06
H 0.93488 -2.90742 -13.35266 -0.24 0.47 -0.37
H -3.16937 8.95962 -1.84732 0.08 0.00 -0.20
H 6.93493 -6.16790 -2.75004 0.38 0.26 -0.13
H -0.91281 -4.26437 -12.06490 -0.20 0.48 0.04
H -0.78557 10.55736 -2.59624 0.10 -0.03 -0.43
H 2.06615 -4.53092 -12.00408 -0.05 0.00 -0.51
H -2.61520 -8.78979 4.75653 0.35 -0.29 0.29
H -1.42293 10.94135 -0.21612 0.21 -0.53 0.09
H 6.75077 2.63381 -3.15289 0.23 0.25 -0.22
H -1.80516 -10.93463 -4.18179 0.34 -0.64 0.14
H -0.19403 -2.66243 9.57404 -0.11 0.23 0.06
H 5.17271 7.15811 2.94725 -0.36 -0.39 -0.22
H -1.60022 -9.31968 -3.94444 0.17 0.41 0.50
H 4.99862 -4.21125 -3.79038 0.01 0.72 0.03
H -4.73305 4.07945 -0.13921 -0.12 0.28 0.55
H -7.19283 -2.62257 2.82092 -0.42 -0.64 0.42
H 7.02192 -3.54374 -5.28654 0.16 0.15 0.19
H -2.22979 -0.83224 7.70141 -0.08 0.03 0.18
H 0.47729 -1.96914 -1.39495 0.85 0.30 0.20
H -0.38665 -1.91687 -12.56574 0.27 0.14 -0.36
H 1.25360 -1.99879 -11.88233 -0.09 -0.30 0.26
H 0.62486 -12.40551 -2.68053 0.10 0.38 0.03
H -8.78475 5.03430 0.60248 -0.25 -0.21 0.07
H 4.87791 6.43170 4.54846 0.06 0.47 0.18
H 7.83974 -4.96388 -4.64695 -0.09 -0.11 -0.04
H -2.58066 11.48829 -1.32777 -0.57 -0.25 -0.17
H 0.24915 -10.43691 4.10695 0.00 0.12 -0.05
H 4.86378 -3.44135 4.80679 0.07 -0.20 -0.21
H -9.02100 -3.51940 0.44184 0.78 0.10 0.01
H -5.78086 0.65270 -6.18949 -0.11 0.28 0.01